1 | The following is a DFT calculation (wB97M-V/def2-TZVPD) of the molecule CH2N2O2.

Cartesian coordinates (Å):
C  1.058  0.187  0.193
N  0.177  -0.675  0.069
N  -1.132  -0.342  -0.270
O  -1.898  -1.238  -0.078
O  -1.347  0.773  -0.644
H  2.181  -0.063  0.552
H  0.960  1.358  0.179

Calculated values
2S+1 = 1
E_LUMO = -0.775 eV
structure (SMILES) = C=N[N+](=O)[O-]
HOMO = -10.97 eV


2 | The following is a DFT calculation (wB97M-V/def2-TZVPD) of a 2-piece molecular cluster, CH2N2O2 overall.

Cartesian coordinates (Å):
C  -1.299  -0.916  -0.085
N  -0.227  -1.281  0.545
N  -1.125  -0.035  0.974
O  -1.938  -0.995  -1.049
O  -0.491  1.132  0.885
H  0.248  -1.855  1.277
H  -0.176  1.639  -0.421

Calculated values
2S+1 = 1
E_LUMO = -0.573 eV
HOMO = -10.44 eV


Stability summary: most stable 1, least stable 2.


1 | The following is a DFT calculation (wB97M-V/def2-TZVPD) of the molecule C25H32N4O3.

Cartesian coordinates (Å):
C  0.659  -3.702  4.584
C  0.570  -2.596  3.396
C  1.949  -2.446  2.612
N  2.098  -1.572  1.627
C  1.894  -0.097  2.091
C  2.724  0.656  1.294
H  3.691  0.445  1.724
H  2.817  0.530  0.091
C  2.376  2.188  1.336
N  0.988  2.443  0.756
C  -0.121  2.518  1.197
O  -0.069  2.813  2.478
C  -1.276  2.688  0.631
N  -1.179  1.914  -0.727
N  -1.996  1.856  -1.557
C  -3.446  2.063  -1.325
O  -4.323  1.985  -2.056
C  -3.685  2.836  -0.061
C  -4.972  3.496  -0.011
C  -5.262  3.962  1.268
C  -4.092  4.293  2.226
C  -2.944  3.567  1.953
C  -2.672  3.022  0.718
H  -2.211  3.733  2.721
H  -4.240  4.920  2.940
H  -6.245  4.518  1.449
H  -5.701  3.291  -0.451
C  -1.670  1.051  -2.857
C  -2.187  1.156  -3.895
C  -1.751  0.529  -4.977
C  -0.662  -0.385  -4.972
C  -0.059  -0.564  -3.576
C  -0.709  0.083  -2.543
H  -0.246  -0.083  -1.394
O  0.836  -1.541  -3.214
C  1.300  -2.343  -4.522
H  2.218  -2.791  -3.897
H  0.422  -3.131  -4.769
H  1.833  -1.706  -5.125
H  -0.313  -1.124  -5.804
H  -2.237  0.684  -5.920
H  -3.003  1.742  -4.125
H  0.976  2.062  -0.196
H  2.155  2.377  2.577
H  3.148  2.805  0.890
H  1.857  0.013  3.059
H  0.664  0.035  1.837
C  1.337  -2.006  0.533
H  1.338  -1.168  -0.362
C  2.361  -3.246  -0.417
C  3.619  -2.442  -0.915
H  4.161  -2.026  -0.063
H  4.165  -3.040  -1.446
H  3.287  -1.689  -1.473
H  2.359  -3.962  0.321
H  1.540  -3.592  -1.295
H  0.536  -2.498  0.666
H  2.797  -2.309  3.483
H  2.337  -3.550  2.277
H  -0.362  -3.171  2.728
H  0.354  -1.610  3.811
H  1.369  -3.355  5.336
H  1.082  -4.583  4.211
H  -0.181  -3.948  5.122

Calculated values
2S+1 = 1
E_LUMO = -0.330 eV
structure (SMILES) = CCCN(CCC)CCCNC(=O)c1nn(-c2cccc(OC)c2)c(=O)c2ccccc12
HOMO = -7.93 eV


2 | The following is a DFT calculation (wB97M-V/def2-TZVPD) of the molecule C25H32N4O3.

Cartesian coordinates (Å):
C  -0.486  4.165  5.024
H  -1.565  4.268  4.938
H  -0.262  3.324  5.676
H  -0.095  5.066  5.492
C  0.151  3.983  3.652
C  -0.359  2.814  2.850
C  0.036  2.697  1.520
C  -0.383  1.644  0.729
C  -1.226  0.675  1.263
C  -1.629  0.782  2.588
C  -1.199  1.840  3.371
H  -1.534  1.896  4.394
H  -2.291  0.037  3.005
N  -1.661  -0.453  0.511
C  -2.664  -0.450  -0.414
O  -3.194  -1.482  -0.776
C  -3.017  0.892  -1.026
C  -2.501  0.892  -2.485
C  -1.145  0.219  -2.528
O  -0.116  0.794  -2.216
N  -1.096  -1.101  -2.849
C  -2.086  -1.994  -3.242
N  -3.149  -1.542  -3.892
C  -4.066  -2.413  -4.278
C  -3.973  -3.774  -4.055
C  -2.849  -4.248  -3.391
C  -1.882  -3.353  -2.983
H  -1.000  -3.670  -2.449
H  -2.734  -5.304  -3.192
H  -4.752  -4.442  -4.386
H  -4.914  -1.983  -4.795
H  -0.222  -1.554  -2.586
H  -2.397  1.921  -2.831
H  -3.189  0.344  -3.125
H  -2.576  1.711  -0.461
H  -4.101  1.001  -1.035
C  -1.060  -1.730  0.868
H  -0.948  -1.815  1.952
C  0.302  -1.838  0.171
O  0.470  -2.507  -0.831
N  1.274  -1.121  0.754
H  1.043  -0.513  1.526
C  2.602  -0.973  0.188
C  2.778  0.412  -0.438
C  4.176  0.544  -1.034
C  5.239  0.305  0.034
C  5.059  -1.072  0.666
C  3.661  -1.208  1.264
H  3.532  -2.203  1.697
H  3.531  -0.471  2.061
H  5.809  -1.228  1.444
H  5.200  -1.841  -0.096
H  6.235  0.381  -0.408
H  5.157  1.072  0.807
H  4.297  -0.187  -1.837
H  4.297  1.538  -1.467
H  2.021  0.563  -1.209
H  2.636  1.172  0.334
H  2.685  -1.739  -0.589
H  -1.716  -2.519  0.492
H  -0.065  1.573  -0.299
H  0.687  3.447  1.094
H  -0.005  4.892  3.064
H  1.233  3.868  3.774

Calculated values
2S+1 = 1
E_LUMO = 0.624 eV
structure (SMILES) = CCc1ccc(N(CC(=O)NC2CCCCC2)C(=O)CCC(=O)Nc2ccccn2)cc1
HOMO = -8.41 eV


Stability summary: most stable 2, least stable 1.